i.
A 2-piece molecular cluster, C5H4F3NS overall. Source: OMol25; level of theory: ωB97M-V/def2-TZVPD.

XYZ file:
```
14
Properties=species:S:1:pos:R:3
C -0.205 0.993 1.879
C -0.109 2.209 1.285
C -0.273 -0.086 0.935
C -0.400 0.431 -0.321
C 0.413 -0.968 -2.790
N -0.369 -1.403 1.289
F 0.139 -0.246 -3.870
F 1.720 -1.217 -2.697
F -0.272 -2.116 -2.805
S -0.162 2.112 -0.442
H -0.187 0.837 2.944
H -0.044 3.172 1.752
H -0.157 -1.635 2.244
H -0.096 -2.084 0.599
```

Summary:
- HOMO level (alpha / beta): -8.04 / -8.04 eV
- LUMO energy (alpha / beta): -1.97 / -1.97 eV
- Total charge: 0

=====

ii.
A single C5H4F3NS molecule. Source: OMol25; level of theory: ωB97M-V/def2-TZVPD.

XYZ file:
```
14
Properties=species:S:1:pos:R:3
C 0.768 0.782 -1.308
C -0.019 -0.450 -0.980
C 1.404 1.585 -0.363
C -0.614 -0.516 0.222
C -1.400 -1.661 0.760
N 1.596 1.255 0.899
F -0.676 -2.755 0.963
F -2.060 -1.443 1.895
F -2.447 -1.944 -0.095
S 1.883 2.121 2.187
H 0.716 1.216 -2.364
H -0.075 -1.292 -1.685
H 1.697 2.631 -0.799
H -0.773 0.472 0.667
```

Summary:
- Structure (SMILES): FC(F)(F)/C=C/C=C\N=S
- HOMO level (alpha / beta): -8.69 / -8.34 eV
- LUMO energy (alpha / beta): -1.94 / -1.90 eV
- Total charge: 0

=====

Energies in eV, measured from the most stable structure: i 1.949; ii 0.000.

=====

i.
C7H9N3 as an isolated structure. Source: OMol25; level of theory: ωB97M-V/def2-TZVPD.

XYZ file:
```
19
Properties=species:S:1:pos:R:3
C -0.642 1.346 1.601
C -0.305 -0.309 -0.307
C 0.560 0.486 -1.003
C 1.400 -0.219 -1.990
C 1.369 -1.551 -2.104
C 0.422 -2.327 -1.283
C -0.308 -1.702 -0.472
H -2.539 2.075 1.533
H -1.306 2.713 2.789
H 1.538 1.026 1.156
H -1.837 -0.450 1.172
H 0.919 1.678 -0.953
H 1.844 0.239 -2.680
H 2.074 -1.893 -2.800
H 0.294 -3.604 -1.529
H -1.081 -2.355 0.257
N -1.663 1.849 2.306
N 0.623 1.537 1.890
N -1.087 0.361 0.719
```

Summary:
- HOMO level: -8.31 eV
- LUMO energy: 0.80 eV
- Total charge: 0

=====

ii.
A single C7H9N3 molecule. Source: OMol25; level of theory: ωB97M-V/def2-TZVPD.

XYZ file:
```
19
Properties=species:S:1:pos:R:3
C 1.729 0.841 -0.234
C -2.006 -0.660 0.636
C 0.461 0.909 -0.508
C -0.861 1.050 -0.929
C 2.378 -0.425 0.150
C -1.959 0.750 0.052
C 1.249 -1.347 0.891
N -1.029 -1.466 0.509
N -1.150 1.424 -2.114
N 0.127 -1.364 0.041
H 2.346 1.764 -0.211
H -2.923 -0.969 1.006
H 2.836 -0.852 -0.723
H 3.258 -0.237 0.966
H -2.922 0.835 -0.533
H -2.057 1.422 0.805
H 1.601 -2.435 0.840
H 1.104 -0.765 1.758
H -2.181 1.523 -2.405
```

Summary:
- HOMO level (alpha / beta): -7.59 / -7.62 eV
- LUMO energy (alpha / beta): 0.42 / 0.04 eV
- Total charge: 0

=====

Energies in eV, measured from the most stable structure: i 0.000; ii 1.388.

=====

i.
A single C7H9N3 molecule. Source: OMol25; level of theory: ωB97M-V/def2-TZVPD.

XYZ file:
```
19
Properties=species:S:1:pos:R:3
C -3.341 -0.775 -0.044
C -2.667 0.417 0.082
C -1.268 -1.209 0.033
C 1.005 -2.008 0.161
C 1.519 -0.599 0.456
C 0.891 0.512 -0.455
C -0.434 1.092 0.127
N -2.395 -1.816 -0.049
N 1.267 -3.123 -0.258
N -1.358 0.109 0.112
H -4.365 -1.015 -0.143
H -3.003 1.465 -0.135
H 1.270 -0.411 1.579
H 2.630 -0.507 0.262
H 1.741 1.208 -0.663
H 0.541 0.153 -1.549
H -0.241 1.567 1.176
H -0.602 2.013 -0.598
H 2.181 -3.541 -0.290
```

Summary:
- HOMO level: -8.18 eV
- LUMO energy: 0.48 eV
- Total charge: 0

=====

ii.
C7H9N3 as an isolated structure. Source: OMol25; level of theory: ωB97M-V/def2-TZVPD.

XYZ file:
```
19
Properties=species:S:1:pos:R:3
C -0.442 -1.218 2.950
C -1.325 -0.644 1.975
C 1.068 -0.826 1.475
C -2.104 0.984 -2.136
C 2.239 -0.583 0.856
C -1.909 0.459 -0.898
C 2.487 0.234 -0.415
N 0.803 -1.292 2.648
N -0.758 -0.030 -0.380
N -0.639 -0.460 0.830
H -0.591 -1.580 3.951
H -2.327 -0.362 1.962
H -3.010 1.247 -2.441
H -1.291 1.171 -2.764
H 3.010 -0.930 1.422
H -2.805 0.315 -0.139
H 2.852 1.253 -0.284
H 1.505 0.197 -1.016
H 3.156 -0.323 -1.074
```

Summary:
- HOMO level (alpha / beta): -7.40 / -7.36 eV
- LUMO energy (alpha / beta): -0.73 / -0.72 eV
- Total charge: 0

=====

Energies in eV, measured from the most stable structure: i 0.000; ii 0.565.

=====

i.
A 2-piece molecular cluster, C2H5BrN3 overall. Source: OMol25; level of theory: ωB97M-V/def2-TZVPD.

XYZ file:
```
11
Properties=species:S:1:pos:R:3
C 0.779 0.721 0.583
C 0.865 -1.241 -0.399
N 2.152 0.190 0.644
N 2.177 -0.885 0.017
N 0.067 -0.315 -0.095
Br -3.242 0.093 -0.207
H 0.306 0.912 1.620
H 0.660 1.782 0.085
H 0.646 -2.168 -1.004
H -3.511 1.244 -0.887
H -0.897 -0.335 -0.356
```

Summary:
- HOMO level: -15.35 eV
- LUMO energy: -6.36 eV
- Total charge: +1

=====

ii.
A 2-piece molecular cluster, C2H5BrN3 overall. Source: OMol25; level of theory: ωB97M-V/def2-TZVPD.

XYZ file:
```
11
Properties=species:S:1:pos:R:3
C -0.616 -0.730 -0.641
C 1.525 -0.470 0.438
N 0.051 -1.942 -0.304
N 1.111 -1.775 0.270
N 0.373 0.388 -0.196
Br 3.222 0.219 0.126
H -0.718 -0.555 -1.755
H -1.429 -0.802 0.063
H 1.434 -0.614 2.162
H 0.832 0.942 -0.888
H -0.083 1.074 0.427
```

Summary:
- HOMO level: -14.92 eV
- LUMO energy: -5.38 eV
- Total charge: +1

=====

Energies in eV, measured from the most stable structure: i 0.000; ii 2.740.

=====

i.
A 4-piece molecular cluster, C2H12O5 overall. Source: OMol25; level of theory: ωB97M-V/def2-TZVPD.

XYZ file:
```
19
Properties=species:S:1:pos:R:3
C 0.207 1.138 1.293
C 1.573 1.069 1.942
O 2.493 0.353 1.114
O -0.519 -0.063 1.425
H 0.327 1.450 0.237
H -0.402 1.962 1.678
H 1.469 0.460 2.841
H 1.928 2.054 2.258
H 2.626 0.898 0.331
H 0.001 -0.743 0.966
O -2.107 -0.390 -3.902
H -2.292 0.355 -4.478
H -1.910 -0.007 -3.030
O 0.330 -2.287 0.011
H 1.259 -2.456 -0.175
H -0.081 -3.154 0.065
O -1.856 -0.177 -1.184
H -1.510 0.521 -0.622
H -1.536 -0.984 -0.770
```

Summary:
- Structure (SMILES): OCCO.O.O.O
- HOMO level: -10.32 eV
- LUMO energy: 0.34 eV
- Total charge: 0

=====

ii.
A 5-piece molecular cluster, C2H12O5 overall. Source: OMol25; level of theory: ωB97M-V/def2-TZVPD.

XYZ file:
```
19
Properties=species:S:1:pos:R:3
O 1.384 -1.048 0.587
C 0.492 -1.750 1.140
C -0.736 -2.247 0.382
H 0.498 -1.977 2.202
H -0.946 -1.672 -0.521
H -1.611 -1.924 1.032
H -0.736 -3.360 0.357
H -1.581 1.149 1.897
H -1.749 2.691 1.616
O -1.325 1.998 2.228
H 0.810 0.426 -0.485
H 0.386 1.559 -1.283
O 1.103 0.889 -1.342
H -0.694 -0.419 -3.241
H 0.541 -1.084 -2.694
O -0.379 -1.237 -3.012
H 2.160 2.273 0.051
H 0.771 2.653 0.663
O 1.613 3.078 0.423
```

Summary:
- Structure (SMILES): CC=O.O.O.O.O
- HOMO level: -10.72 eV
- LUMO energy: 0.02 eV
- Total charge: 0

=====

Energies in eV, measured from the most stable structure: i 0.000; ii 0.884.

=====

i.
A single C10H16N2O5 molecule. Source: OMol25; level of theory: ωB97M-V/def2-TZVPD.

XYZ file:
```
33
Properties=species:S:1:pos:R:3
C 0.395 0.188 0.961
C 0.460 0.152 -0.506
C 1.124 1.328 1.349
C 1.358 1.483 2.901
C 1.932 2.953 3.047
C -0.388 -1.001 -2.340
C -0.716 0.055 -3.170
C -1.480 -2.227 -2.525
C -1.703 -2.719 -1.096
C -1.362 -1.362 -0.277
H 0.613 -1.188 2.657
H 1.920 -0.934 1.554
H -0.730 0.067 1.198
H 0.685 2.258 0.969
H 2.173 1.219 0.926
H 0.339 1.291 3.374
H 2.072 0.735 3.200
H 1.270 4.886 2.629
H 0.555 -1.562 -2.486
H -2.590 -1.863 -3.033
H -1.004 -3.160 -3.176
H -2.840 -3.155 -1.186
H -1.077 -3.656 -0.658
H -2.219 -0.801 0.063
H -0.814 -1.506 0.645
H -1.731 1.508 -3.508
N 0.985 -1.068 1.642
N -0.565 -0.662 -1.003
O 1.265 0.941 -1.140
O 3.106 2.961 3.539
O 1.048 3.827 2.548
O -0.322 0.131 -4.324
O -1.761 0.880 -2.775
```

Summary:
- Structure (SMILES): N[C@@H](CCC(=O)O)C(=O)N1CCC[C@H]1C(=O)O
- HOMO level: -9.22 eV
- LUMO energy: 0.31 eV
- Total charge: 0

=====

ii.
A single C10H16N2O5 molecule. Source: OMol25; level of theory: ωB97M-V/def2-TZVPD.

XYZ file:
```
33
Properties=species:S:1:pos:R:3
C -1.387 0.703 1.023
C -0.243 -0.398 0.726
C -2.360 0.985 -0.149
C -2.637 -0.382 -0.920
C -3.724 -1.316 -0.343
C 1.998 -0.996 -0.579
C 2.768 -1.917 0.356
C 2.935 -0.117 -1.344
C 2.775 1.276 -0.591
C 1.373 1.483 -0.125
H -0.530 1.872 2.451
H -1.566 2.653 1.569
H -2.024 0.304 1.839
H -1.968 1.669 -0.860
H -3.307 1.319 0.290
H -3.048 -0.087 -1.840
H -1.723 -0.990 -0.906
H -2.365 -2.512 -0.147
H 1.306 -1.430 -1.237
H 3.970 -0.346 -1.086
H 2.531 0.143 -2.442
H 3.218 2.103 -1.268
H 3.344 1.356 0.350
H 1.335 2.006 0.908
H 0.727 1.983 -0.853
H 1.265 -1.775 1.474
N -0.826 1.939 1.513
N 0.927 0.063 0.131
O -0.520 -1.567 0.927
O -4.870 -1.024 -0.341
O -3.332 -2.526 -0.085
O 3.872 -2.226 0.107
O 2.087 -2.249 1.452
```

Summary:
- Structure (SMILES): N[C@@H](CCC(=O)O)C(=O)N1CCC[C@H]1C(=O)O
- HOMO level: -10.00 eV
- LUMO energy: 0.40 eV
- Total charge: 0

=====

Energies in eV, measured from the most stable structure: i 3.553; ii 0.000.

=====

i.
A single HIS2 molecule. Source: OMol25; level of theory: ωB97M-V/def2-TZVPD.

XYZ file:
```
4
Properties=species:S:1:pos:R:3
S -0.278 1.369 0.693
S -0.999 -2.084 -1.184
I 0.384 -1.210 0.402
H 0.893 1.925 0.089
```

Summary:
- HOMO level (alpha / beta): -8.71 / -8.71 eV
- LUMO energy (alpha / beta): -2.41 / -2.41 eV
- Total charge: 0

=====

ii.
A 2-piece molecular cluster, HIS2 overall. Source: OMol25; level of theory: ωB97M-V/def2-TZVPD.

XYZ file:
```
4
Properties=species:S:1:pos:R:3
S 0.276 1.157 -0.785
S -1.011 2.081 0.385
I 3.811 -0.028 0.056
H 1.366 1.184 -0.107
```

Summary:
- HOMO level (alpha / beta): -9.24 / -8.99 eV
- LUMO energy (alpha / beta): -1.80 / -3.73 eV
- Total charge: 0

=====

Energies in eV, measured from the most stable structure: i 0.477; ii 0.000.

=====

i.
A single H3O3P molecule. Source: OMol25; level of theory: ωB97M-V/def2-TZVPD.

XYZ file:
```
7
Properties=species:S:1:pos:R:3
O 1.116 -0.261 0.484
O -1.315 -0.699 -0.136
O -0.023 1.577 -0.118
P 0.044 0.073 -0.764
H 1.730 -1.067 0.535
H -1.888 -1.112 -0.802
H 0.336 1.489 0.800
```

Summary:
- Structure (SMILES): OP(O)O
- HOMO level: -9.93 eV
- LUMO energy: 0.74 eV
- Total charge: 0

=====

ii.
A 2-piece molecular cluster, H3O3P overall. Source: OMol25; level of theory: ωB97M-V/def2-TZVPD.

XYZ file:
```
7
Properties=species:S:1:pos:R:3
O 1.038 0.391 -0.999
O -2.462 0.766 0.285
O 2.035 -1.179 0.508
P 0.973 -1.061 -0.643
H -2.403 0.587 -0.659
H -1.637 0.845 0.723
H 2.456 -0.349 0.785
```

Summary:
- Structure (SMILES): O=PO.O
- HOMO level: -11.10 eV
- LUMO energy: -0.40 eV
- Total charge: 0

=====

Energies in eV, measured from the most stable structure: i 0.000; ii 0.710.